The following is a DFT calculation (wB97M-V/def2-TZVPD) of one molecule with the formula C5H10O2 at a distorted geometry.

Last column: Löwdin charge in e.
CARTESIAN COORDINATES (ANGSTROEM)
1 C -2.3840 0.3377 -0.1867  -0.009
2 C -1.1392 -0.4896 -0.3050  -0.418
3 O -0.6917 -0.7945 1.0787  -0.148
4 C 0.5211 0.0156 1.2238  -0.153
5 C 1.0415 -0.3655 -0.1321  -0.323
6 C 2.3215 0.3042 -0.6996  -0.023
7 O -0.0649 0.1541 -0.9108  -0.068
8 H -2.1777 1.1982 0.4526  0.087
9 H -2.7498 0.6828 -1.1538  0.087
10 H -3.1450 -0.2859 0.2905  0.089
11 H -1.3098 -1.4563 -0.8115  0.157
12 H 0.2158 1.0539 1.3552  0.129
13 H 1.1124 -0.3644 2.0602  0.134
14 H 0.4831 -1.4942 0.2959  0.222
15 H 2.5176 0.0319 -1.7434  0.074
16 H 3.2174 0.0615 -0.1210  0.072
17 H 2.2318 1.4106 -0.6930  0.089

Results
SMILES: C[C@@H]1OC[C@H](C)O1
LUMO energy in eV: 1.1
Energy above the lowest of the compared OMol25 structures with the same formula, charge and spin in kJ/mol: 365.5
Highest occupied orbital energy in eV: -9.189
Frontier orbital gap in Eh: 0.379
DFT total energy in eV: -9439.2553